ORCA calculation (ωB97M-V/def2-TZVPD) on a 2-piece molecular cluster, C4H13NO2 overall in a non-equilibrium geometry.

* calculated total energy: -365.38175 Ha
* Kohn-Sham gap: 9.6387 eV
* HOMO: -9.0 eV
* energy above the lowest of the compared OMol25 structures with the same formula, charge and spin: 1.653 eV
* SMILES: CN[C@H](C)CO.O

Positions of all 20 atoms, in Å:
C -1.15 2.10 0.39
N -0.60 0.79 0.78
C 0.03 0.09 -0.35
C 1.24 0.86 -1.00
C -1.07 -0.33 -1.28
O -0.72 -1.62 -1.95
H -1.91 2.44 1.09
H -1.54 2.03 -0.61
H -0.37 2.87 0.51
H 0.02 0.92 1.58
H 0.56 -0.76 0.08
H 1.43 1.73 -0.37
H 1.10 1.11 -2.05
H 2.08 0.17 -0.98
H -2.03 -0.62 -0.86
H -1.25 0.29 -2.16
H -0.28 -2.15 -1.29
O 1.83 -1.78 2.88
H 1.96 -0.82 3.04
H 1.01 -2.03 2.51